Here is a molecular structure, C28H38N4P2Pd in a non-equilibrium geometry from the Open Molecules 2025 dataset. Energies are from wB97M-V/def2-TZVPD.

Last column: Löwdin charge in e.
Geometry (Å):
Pd -0.4889 -3.1970 -2.6395  0.3240
C -0.9951 2.4240 -0.8086  -0.1132
C -1.3895 1.6596 -1.8574  -0.0939
C -0.9171 1.6439 -3.2762  -0.2241
C 0.3676 0.8246 -3.5650  -0.1833
C 1.6575 1.1781 -2.8519  -0.1210
C 1.8970 2.1875 -2.0209  -0.1253
C 1.0759 3.4355 -1.9563  -0.1895
C 0.0284 3.4790 -0.7969  -0.1991
C 0.4610 -2.5970 -0.8491  -0.2938
H -1.3888 2.1709 0.1770  0.0998
H -2.1027 0.8558 -1.6548  0.0936
H -0.8598 2.6138 -3.7788  0.0997
H -1.6978 1.0641 -3.7856  0.0764
H 0.1134 -0.2377 -3.3441  0.0780
H 0.5762 0.8205 -4.6503  0.0948
H 2.4101 0.3629 -2.9485  0.1019
H 2.7616 2.1275 -1.3316  0.1117
H 0.5583 3.5705 -2.9188  0.1008
H 1.8010 4.2492 -1.7809  0.1138
H 0.5538 3.3384 0.1656  0.1129
H -0.3198 4.5209 -0.7381  0.1138
H 0.8258 -1.5665 -0.7222  0.0751
H 1.0723 -2.7822 -1.8020  0.0188
H 0.8080 -3.2414 -0.0306  0.0829
P 1.4638 -1.3015 -7.3977  1.1079
P -2.0659 -0.6497 -7.1383  1.0888
N 2.7989 -0.1036 -7.6005  -0.2680
N 1.9417 -2.5647 -8.6294  -0.2472
N -2.0922 1.0888 -7.4007  -0.2711
N -3.6603 -1.0488 -7.9270  -0.2549
C 0.3942 -0.4170 -8.5479  -0.4377
C -1.0384 -0.9614 -8.6316  -0.4089
C 3.5300 0.4065 -6.5215  -0.1556
C 4.5186 1.2623 -7.0082  -0.0997
C 4.3800 1.2995 -8.4330  -0.0898
C 3.2977 0.4839 -8.7620  -0.1434
C 2.2666 -3.8684 -8.2311  -0.1691
C 2.7171 -4.6018 -9.3174  -0.1132
C 2.6658 -3.7483 -10.4656  -0.0834
C 2.1418 -2.5122 -10.0163  -0.1436
C -2.0681 2.0390 -6.3707  -0.1455
C -2.0027 3.3467 -6.8924  -0.0664
C -2.1012 3.1903 -8.3362  -0.0749
C -2.0996 1.8203 -8.5879  -0.1851
C -4.5046 -0.3984 -8.8284  -0.1417
C -5.5235 -1.2672 -9.2287  -0.0969
C -5.2911 -2.5126 -8.5582  -0.1112
C -4.1444 -2.3590 -7.8007  -0.1793
H 0.8170 -0.4998 -9.5503  0.0491
H 0.3943 0.6469 -8.2864  0.0840
H -1.5431 -0.4762 -9.4753  0.0644
H -1.0391 -2.0430 -8.8369  0.0864
H 3.2556 0.1310 -5.5155  0.0787
H 5.2428 1.7872 -6.3984  0.0890
H 5.0291 1.8585 -9.0942  0.0903
H 2.8249 0.2999 -9.7150  0.0889
H 2.1440 -4.1481 -7.1908  0.0916
H 3.0680 -5.6484 -9.2910  0.1000
H 3.0000 -4.0023 -11.4666  0.0903
H 1.9076 -1.6477 -10.5967  0.0779
H -2.2060 1.7448 -5.3456  0.0583
H -1.8928 4.2646 -6.3348  0.0866
H -2.2211 4.0058 -9.0477  0.0952
H -2.1088 1.3380 -9.5569  0.0994
H -4.3412 0.6341 -9.1032  0.0884
H -6.3455 -1.0773 -9.9173  0.0916
H -5.8988 -3.4132 -8.6195  0.0922
H -3.6195 -3.0607 -7.1677  0.0924
C -1.0530 -2.2989 -0.8464  -0.3003
H -1.3745 -2.6341 0.1369  0.0857
H -1.8067 -2.6520 -1.5882  -0.0012
H -1.0574 -1.2009 -0.9079  0.0562

Calculated values
- Expectation value of S²: 2.003
- Relative energy (zero: lowest compared OMol25 entry of this formula, charge and spin): 0.4039 eV
- HOMO-LUMO gap (alpha / beta): 6.41 / 7.11 eV
- LUMO energy (alpha / beta): 0.69 / -1.08 eV
- HOMO level (alpha / beta): -5.72 / -8.19 eV
- 2S+1: 3
- Total charge: 0